C38H46AsF6O9S5 as an isolated structure, computed with the ωB97M-V functional and the def2-TZVPD basis.

XYZ file:
```
105
Properties=species:S:1:pos:R:3:mulliken_charge:R:1
As -0.005 -1.259 1.448 2.117
F -1.309 -2.259 1.918 -0.467
F -1.152 -0.112 0.842 -0.383
F 1.446 -0.197 1.025 -0.405
F 1.115 -2.577 2.159 -0.613
F 0.158 -2.242 -0.061 -0.542
F -0.109 -0.367 3.059 -0.514
C -2.558 0.930 4.834 -1.237
S -2.654 1.922 3.357 0.944
O -4.094 2.440 3.318 -0.647
C -1.620 3.260 4.070 -1.296
H -3.260 0.096 4.840 0.348
H -2.574 1.571 5.715 0.384
H -1.569 0.474 4.845 0.318
H -2.101 3.654 4.965 0.501
H -1.713 4.042 3.316 0.266
H -0.598 3.025 4.366 0.399
C 2.535 -7.523 1.051 -0.534
S 3.337 -6.084 0.300 0.748
O 4.216 -6.576 -0.881 -0.322
C 2.083 -4.958 -0.321 -0.451
H 1.722 -7.847 0.400 0.336
H 2.034 -7.218 1.970 0.075
H 3.258 -8.336 1.002 0.406
H 1.633 -4.232 0.356 -0.115
H 1.387 -5.547 -0.917 0.471
H 2.574 -4.223 -0.959 0.397
C -4.152 1.213 0.075 -0.502
S -4.829 2.997 -0.190 0.416
O -5.802 3.138 1.024 -0.615
C -3.315 3.933 0.545 -0.451
H -4.761 0.392 -0.305 0.486
H -3.997 1.262 1.153 0.125
H -3.101 1.186 -0.214 0.002
H -2.460 3.292 0.759 -0.194
H -3.523 4.416 1.500 0.267
H -3.070 4.742 -0.142 0.475
C 5.825 1.148 1.218 -0.599
S 6.016 -0.687 1.317 0.402
O 6.512 -1.132 2.723 -0.637
C 4.264 -1.253 1.076 -0.840
H 5.001 1.347 0.533 -0.003
H 6.781 1.594 0.944 0.424
H 5.556 1.443 2.233 0.305
H 3.878 -0.956 0.101 0.362
H 3.644 -0.915 1.906 0.240
H 4.204 -2.324 1.270 0.287
C 1.385 -4.754 4.346 -0.554
S 0.512 -6.307 3.840 0.322
O -0.449 -6.709 4.923 -0.616
C -0.511 -5.497 2.625 -0.431
H 2.147 -4.983 5.091 0.459
H 0.540 -4.183 4.731 0.312
H 1.933 -4.412 3.469 -0.096
H -0.897 -4.512 2.884 0.169
H -1.344 -6.079 2.230 0.475
H 0.017 -5.297 1.692 -0.114
C -8.481 -2.559 -7.168 -0.487
C -8.209 -1.338 -7.785 -0.517
C -7.310 -0.447 -7.178 -0.496
C -6.685 -0.778 -5.981 0.302
C -6.895 -1.999 -5.423 0.441
C -7.821 -2.885 -6.002 -0.661
C -6.034 -2.607 -4.266 0.266
O -6.398 -3.685 -3.732 -0.641
C -4.908 -1.768 -3.701 0.175
C -4.037 -2.164 -2.702 -0.549
C -2.953 -1.414 -2.175 -0.694
C -2.688 -0.170 -2.888 -0.158
C -3.520 0.198 -3.943 -0.741
C -4.684 -0.472 -4.216 0.706
C -5.571 0.120 -5.370 0.441
O -5.251 1.173 -5.937 -0.659
H -9.115 -3.238 -7.718 0.374
H -8.863 -1.008 -8.579 0.363
H -7.108 0.482 -7.691 0.435
H -8.065 -3.847 -5.577 0.407
H -4.327 -3.073 -2.196 0.378
H -2.212 -1.884 -1.546 0.432
H -1.801 0.331 -2.531 0.483
H -3.192 1.093 -4.450 0.386
C 1.554 2.929 0.707 -0.586
C 1.839 3.182 2.033 -0.105
C 3.077 3.768 2.380 -0.942
C 3.952 4.104 1.373 0.302
C 3.643 3.825 0.044 0.374
C 2.466 3.116 -0.367 -1.024
C 4.593 4.265 -1.040 0.489
O 4.381 4.140 -2.231 -0.673
C 5.931 4.909 -0.550 0.465
C 6.830 5.277 -1.563 -0.503
C 8.022 6.038 -1.208 -0.489
C 8.314 6.282 0.123 -0.577
C 7.356 5.930 1.090 -0.732
C 6.177 5.150 0.788 0.452
C 5.203 4.766 1.853 0.645
O 5.363 5.008 3.022 -0.646
H 0.621 2.452 0.444 0.548
H 1.138 2.951 2.822 0.348
H 3.306 4.034 3.401 0.471
H 2.216 3.237 -1.411 0.478
H 6.468 5.077 -2.561 0.486
H 8.647 6.326 -2.041 0.384
H 9.236 6.835 0.228 0.374
H 7.613 6.373 2.041 0.411
```

Calculated values
* <S²>: 0.758
* HOMO level (alpha / beta): -7.94 / -7.94 eV
* HOMO-LUMO gap (alpha / beta): 6.31 / 1.80 eV
* spin multiplicity: 2
* E_LUMO (alpha / beta): -1.63 / -6.13 eV
* M: 996.02 g mol⁻¹